1.
The following is a quantum chemistry calculation of a cluster of 5 separate species, C36H73N4O6 in total in a non-equilibrium geometry, from the OMol25 dataset.

```
! wB97M-V def2-TZVPD RIJCOSX def2/J DEFGRID3
* xyz 3 1
H -5.160 -1.229 -5.262
H -0.223 -2.257 -5.016
H -1.133 -3.902 -6.724
H -2.796 1.336 -6.998
H 2.206 5.811 7.646
C -0.677 0.725 -1.405
C 0.503 -3.036 -1.713
H 1.474 -3.045 -1.213
C -0.303 6.781 5.481
C 3.860 0.281 0.984
H -3.300 -3.807 2.583
C 4.863 -1.999 3.431
C -2.297 -1.258 1.534
H -2.086 -0.522 0.759
H 4.308 -2.571 2.689
H 1.867 -1.476 2.242
H -1.541 4.681 4.159
C -1.193 3.817 2.275
H 5.145 1.318 -0.312
C -1.869 -3.769 -1.700
H -3.722 -3.044 -9.231
H -2.282 -3.967 -8.872
H -2.064 -2.251 -9.293
H -4.325 1.144 -6.219
H -3.314 -1.168 1.911
H 1.667 0.237 0.651
C -3.098 -4.231 -0.899
C -3.253 0.991 -6.072
C -1.382 -2.843 -6.726
C 2.014 -0.459 2.618
O -1.688 -0.100 -1.876
H -1.039 6.040 5.783
H 3.312 -1.048 -0.759
O 0.494 0.336 -1.523
H 5.165 1.328 4.485
H -1.779 -4.473 -2.534
C -3.777 -3.597 -6.669
C -0.704 4.195 3.649
H 1.536 7.928 4.143
C -4.185 -1.071 -4.793
H -4.418 -0.435 -3.940
C -0.543 -3.755 -0.859
H -1.049 -0.131 -5.922
C 1.939 7.004 4.554
H 6.333 -0.028 4.441
N -0.852 -2.885 0.327
H 0.582 4.676 6.327
H -2.287 0.394 -1.282
C 0.454 5.200 3.534
H -3.553 -2.203 -0.573
H 0.087 7.277 6.365
H 0.564 -5.034 0.458
H 5.112 -0.104 5.557
H -1.608 -1.125 2.367
C -1.276 -2.246 -5.308
O -1.105 1.549 -0.571
C 1.483 5.025 5.827
H -1.778 -2.694 -4.451
H -2.992 1.640 -5.240
H 5.951 -2.053 3.417
H 1.365 4.701 3.203
H 2.702 -0.965 4.585
H -1.624 -3.503 3.005
C 5.279 0.248 4.539
H 0.507 -5.680 -1.243
H -0.875 -5.764 -0.178
H -3.759 -3.510 -5.584
C -1.683 -0.747 -5.281
H -0.401 3.253 1.776
H 4.962 -1.308 0.037
C -3.358 -3.066 0.068
H -2.006 -4.751 1.940
H -4.824 -3.480 -6.951
H -2.011 3.112 2.419
C -2.721 -2.972 -8.809
C -2.174 -2.722 1.016
H 1.895 4.251 5.183
O 5.985 0.302 1.830
C -2.808 -2.634 -7.335
H -1.636 -0.309 -4.285
H 2.178 7.902 6.468
N 4.832 0.117 2.127
H 2.855 0.757 4.218
H 0.719 -3.538 -2.655
C -2.296 -3.723 2.172
H -2.932 -5.170 -0.371
H 0.277 6.000 2.815
H 0.211 -1.996 -1.859
N -3.350 -1.236 -7.103
C 4.494 -0.525 3.441
N 0.837 6.008 4.814
H 4.246 2.487 0.686
O 0.053 -2.320 0.875
H -3.520 -4.642 -6.836
H -3.964 -4.385 -1.541
H -3.972 -2.058 -4.387
H 3.572 1.700 -0.730
H 3.464 5.243 6.680
C 2.983 -0.247 3.815
H 3.522 -1.895 0.706
C -3.134 -0.544 -5.796
C 2.553 5.839 6.613
H -0.486 3.352 4.306
O -4.238 -0.837 -7.805
C 3.910 -1.038 0.149
C -0.018 -5.147 -0.457
H -1.982 -2.854 -2.283
C 2.394 0.421 1.445
H 3.639 7.574 5.693
H -4.241 -3.199 0.691
H -0.739 -2.332 -7.445
H -1.474 4.645 1.629
H 2.200 1.431 1.817
C 2.663 7.124 5.874
C 4.183 1.538 0.157
H -0.670 7.448 4.706
H 1.021 -0.354 3.064
H 2.597 6.597 3.784
H 4.533 -2.496 4.345
*
```

Results
**E_LUMO**: -9.01 eV
**HOMO**: -13.99 eV
**HOMO-LUMO gap**: 4.98 eV
**E**: -56730.099 eV

Atomic partial charges in e from the Löwdin method, atoms 1 to 5: atom 1 (H): 0.103, atom 2 (H): 0.116, atom 3 (H): 0.134, atom 4 (H): 0.101, atom 5 (H): 0.125


2.
The following is a quantum chemistry calculation of a cluster of 4 separate species, C36H75BrClIN4O17P3 in total in a non-equilibrium geometry, from the OMol25 dataset.

```
! wB97M-V def2-TZVPD RIJCOSX def2/J DEFGRID3
* xyz 1 1
C 5.996 -2.684 3.198
H -5.054 2.772 4.358
C -3.381 0.964 -3.970
H -6.628 1.449 10.002
C 0.807 4.929 0.666
H 1.679 4.404 -6.026
H 3.118 1.693 -4.899
H -5.405 4.499 4.091
C 3.590 1.623 0.755
H 3.844 -0.413 -1.367
Cl 4.275 3.834 -5.288
C 2.305 3.319 -3.349
H -5.018 3.225 -1.957
H -6.311 3.069 9.334
C 1.616 3.214 -5.960
O 4.467 -5.196 2.473
H 3.592 2.161 3.077
P 5.950 -5.291 2.851
H -3.999 0.259 -4.709
P -5.892 -3.057 1.216
H -3.559 -5.080 -0.203
O -6.841 3.519 5.184
C -4.237 1.149 -2.560
H -6.093 -6.487 0.937
O -5.656 -1.461 0.591
H 0.585 1.246 -4.278
O -6.518 1.184 5.617
H 8.309 -6.403 2.956
H -5.717 0.525 1.087
H 0.133 2.571 -0.505
H 1.859 2.685 -6.983
C 1.638 4.388 -0.651
H -7.912 2.301 9.112
C 2.817 -2.129 -2.911
H -1.321 2.335 -3.035
H 8.283 -7.314 1.431
Br 2.865 -3.007 -4.733
H 3.315 -3.788 -0.759
H 3.473 2.270 -1.454
C 1.652 0.102 0.210
H 4.657 0.000 -5.054
C -6.835 2.124 9.168
H -6.956 -5.252 0.000
C 1.645 -2.913 -2.060
H -2.904 5.195 -0.500
H -7.692 -5.932 1.475
C 0.621 1.132 -3.088
H -6.328 3.255 3.221
H -2.139 -0.813 -2.988
C 3.438 0.361 -2.184
H 2.715 4.029 -0.351
H 7.246 -1.363 -3.871
O -6.391 1.517 7.970
H 2.517 5.437 1.690
H 5.691 -2.239 -4.478
H 5.704 0.821 -2.025
C 4.855 0.922 -2.860
H -3.850 0.296 -1.836
O -5.124 3.235 1.323
H 4.886 -7.486 1.635
C -3.922 5.116 0.081
N 2.412 1.316 -0.166
C 2.507 -1.103 0.998
H 3.828 -2.349 -2.365
H 2.152 2.937 2.087
C -3.711 -4.095 0.244
O -5.024 -3.665 -0.043
C -4.223 3.519 0.343
H -1.200 1.158 -1.536
N 1.003 -0.354 -2.909
C -5.847 -0.450 1.563
O 4.832 1.147 0.611
O -0.496 4.688 0.887
H 6.126 -1.709 2.722
H 5.889 -1.664 -2.598
H 1.649 5.279 -1.429
H 3.210 3.886 -2.874
O 5.714 -6.887 3.476
C -7.729 0.708 5.072
H -3.534 -4.169 1.321
H 4.151 -8.166 3.110
O -5.219 3.109 6.803
H 6.739 -2.795 3.992
C 2.404 -4.241 -1.384
C 5.387 0.066 -4.143
H -0.109 3.771 -1.937
C 6.061 -1.410 -3.738
C -1.956 0.210 -3.527
P -6.616 2.518 6.577
H -7.581 0.514 4.007
H 3.625 -1.164 0.664
H -5.382 0.926 -2.750
C -6.753 -5.620 1.009
N 1.515 5.784 1.723
H -8.007 -0.222 5.571
H -4.782 5.649 -0.549
C -5.845 3.501 4.170
O 0.347 -0.160 0.076
C -4.010 2.616 -1.855
O 6.186 -3.695 2.226
C 3.299 2.622 2.038
H 0.572 -0.929 -3.695
I 7.123 1.234 -4.933
O -3.585 2.441 -0.431
H -3.152 2.002 -4.494
H 4.989 -2.745 3.620
H 1.731 -4.810 -0.614
H -3.846 5.672 1.129
H -2.999 -3.390 -0.189
C 5.089 -7.854 2.644
H 5.749 -8.721 2.572
H 2.640 -0.348 -4.325
C 8.132 -6.329 1.879
H 0.510 2.991 -5.583
H 1.211 -2.313 -1.154
C -0.977 1.249 -2.676
H 1.571 6.754 1.312
H 8.843 -5.624 1.446
H 3.893 3.649 1.933
O -6.128 -4.653 1.841
H 1.457 4.143 -3.514
H -5.104 -0.561 2.357
C 2.762 2.803 -4.813
N 2.723 1.508 -1.483
H 1.929 -2.121 0.994
C 0.716 3.162 -1.323
C 2.512 -0.533 -3.182
O 6.818 -5.899 1.592
C 1.623 2.177 -2.335
H 0.812 -3.378 -2.769
H -3.168 3.272 -2.353
H 4.832 2.057 -3.135
H 2.527 -0.743 2.136
O -7.375 -2.962 0.838
H -6.853 -0.511 1.985
H -8.540 1.433 5.187
H 2.899 -4.934 -2.203
H -1.408 -0.010 -4.564
*
```

Results
**E_LUMO**: -4.78 eV
**HOMO**: -10.24 eV
**HOMO-LUMO gap**: 5.46 eV
**E**: -197815.843 eV

Atomic partial charges in e from the Löwdin method, atoms 1 to 5: atom 1 (C): -0.166, atom 2 (H): 0.084, atom 3 (C): -0.188, atom 4 (H): 0.090, atom 5 (C): -0.309


3.
The following is a quantum chemistry calculation of a cluster of 8 separate species, C36H76F12N4O11 in total in a non-equilibrium geometry, from the OMol25 dataset.

```
! wB97M-V def2-TZVPD RIJCOSX def2/J DEFGRID3
* xyz 0 1
C -1.479 -0.560 0.855
C -3.734 -3.729 -2.392
C 1.431 -5.069 2.253
H 1.935 -4.474 3.073
H 0.730 -2.722 -5.004
C -0.265 -4.467 0.783
H 0.088 5.984 1.476
H 1.347 -1.396 -2.319
H 1.141 1.488 -3.103
H 3.966 3.726 -3.409
H 0.992 5.043 0.265
H 0.831 1.185 0.181
H 0.415 1.289 5.801
H -1.868 -1.137 2.848
H -1.555 -3.953 -2.507
H 4.661 5.395 2.529
H -0.814 4.030 5.675
F -3.598 5.281 3.471
H 2.549 -0.641 2.064
H -3.244 -0.813 1.883
H 3.843 -3.453 0.234
H -1.933 1.742 2.610
H 1.914 4.440 -1.493
N 4.143 4.606 2.855
H 1.865 1.561 -5.312
F -3.133 4.642 5.454
H -5.991 -5.254 0.789
F -4.639 3.496 4.445
H 2.570 -2.374 1.836
H -2.188 -1.487 -0.772
H -2.545 -3.730 -3.983
H 2.968 -1.275 -4.985
C -3.137 1.439 -3.620
H -1.356 -5.751 -0.529
F 2.366 -6.795 0.511
H 4.307 -1.599 -2.818
C -2.260 -1.339 1.855
H -4.542 -3.964 -3.123
H 3.904 4.015 2.076
H -1.021 2.707 6.838
C 4.342 3.236 -1.420
O -4.558 0.501 -1.992
O 2.714 2.371 -2.761
H 2.580 -3.745 -0.964
C -6.177 -5.397 -0.300
H 0.968 -1.376 -6.174
O 2.112 6.240 1.416
C 2.339 -1.266 0.055
F 3.829 -5.487 1.453
N 3.464 -1.772 -0.873
H -6.576 -1.096 -1.052
C -3.437 4.163 4.286
H 4.380 -3.607 -1.347
C 2.914 -1.420 1.439
H 0.040 -5.010 -1.317
H -2.349 -2.387 1.626
H -3.813 -3.939 -0.193
H 2.045 -2.893 -3.006
C 2.918 5.074 5.136
H -6.523 -0.436 0.552
C 3.538 -3.255 -0.787
H 2.029 3.393 -5.277
H 1.426 -1.883 -0.002
F -3.039 2.726 -4.292
F 5.465 3.832 -1.562
C 1.489 2.431 -3.489
C -4.001 1.707 -2.371
H 3.390 -0.246 -2.351
H -6.443 1.177 -1.370
H -3.735 -5.494 -1.147
H -7.269 -5.337 -0.550
H 0.893 4.641 1.986
C 3.316 3.544 -2.588
C -2.314 3.203 3.901
H 4.925 -0.098 -0.361
H -0.452 0.975 -0.909
H -0.044 -1.211 -4.719
C -2.450 -4.260 -3.057
C 2.107 -1.114 -4.346
C -0.244 1.275 0.126
H 0.339 2.015 4.235
F -1.893 1.053 -3.484
H 2.237 -0.231 -0.257
C 2.137 -1.771 -2.965
H 2.202 4.331 3.349
H 0.484 2.534 -5.276
C -5.947 -0.568 -0.365
C 2.568 -6.017 1.688
H -0.564 2.282 0.168
H 3.723 5.737 5.554
C 0.390 2.209 5.256
H 3.007 4.077 5.388
H -4.352 -1.851 -2.137
H -5.792 -6.419 -0.477
O 1.072 -4.166 1.171
H -0.722 -4.951 1.615
C 3.397 -1.291 -2.276
O -2.713 2.352 2.899
H 2.025 5.466 5.644
H 1.184 2.764 5.722
H -2.980 -1.897 -2.917
C -5.545 0.731 -0.967
O -3.200 2.389 -1.444
C 1.015 5.426 1.274
C 2.908 5.116 3.557
H -1.408 3.758 3.759
N -0.887 0.529 1.205
O -5.592 -4.411 -1.153
C 2.401 6.400 2.864
O -1.502 -0.862 -0.456
C -0.901 2.910 5.785
F -3.695 0.619 -4.448
O -2.060 2.415 5.085
H -5.032 -1.140 -0.131
C 1.526 2.470 -4.948
O 0.488 -5.755 2.718
F 3.771 3.699 -0.281
H 5.640 -1.655 -0.630
H 0.797 3.148 -3.055
H 0.252 -6.265 -0.076
N -3.473 -2.344 -2.145
C -4.160 -4.460 -1.124
F 4.628 1.921 -1.358
H 1.501 6.836 3.315
H 4.945 -0.631 1.817
C 4.735 -1.169 -0.206
H -2.329 -5.335 -3.214
H 3.112 7.245 2.959
O 2.451 4.643 -2.296
F 2.700 -6.931 2.545
H -4.700 2.487 -2.667
H -0.749 -3.491 0.644
C -0.335 -5.405 -0.348
H 4.862 -2.373 1.504
H -5.120 1.387 -0.153
C 0.881 -1.610 -5.073
H 2.009 -0.062 -4.300
H -2.669 1.670 -1.074
C 4.471 -1.403 1.289
*
```

Results
**E_LUMO**: 0.10 eV
**HOMO**: -6.84 eV
**HOMO-LUMO gap**: 6.94 eV
**E**: -99651.024 eV

Atomic partial charges in e from the Löwdin method, atoms 1 to 5: atom 1 (C): -0.469, atom 2 (C): -0.427, atom 3 (C): -0.559, atom 4 (H): 0.146, atom 5 (H): 0.089


- Among the records above, which one has the lowest E?
  C36H75BrClIN4O17P3